Density functional theory data (wB97M-V/def2-TZVPD) for a molecular structure, C45H36ClF6N3O8PS3Sr.

XYZ file:
```
104
Properties=species:S:1:pos:R:3:forces:R:3
Sr -0.98382 0.00208 1.98490 0.504 -0.667 -0.524
F -4.78503 2.86195 4.94884 0.028 0.034 -0.034
C -3.94386 3.24497 3.99427 0.053 -0.013 0.052
F -3.44630 4.44065 4.29997 -0.053 -0.043 -0.013
F -4.60334 3.33150 2.84052 0.012 0.010 0.048
S -2.58566 2.02092 3.78540 0.003 0.039 0.256
O -1.73972 2.55478 2.73349 0.001 -0.028 0.004
O -3.22070 0.76647 3.46683 0.068 0.059 0.039
N -1.93136 2.06173 5.21299 0.165 0.053 -0.142
S -0.40418 1.66027 5.37231 -0.312 0.164 0.221
O -0.10349 1.48129 6.75232 0.009 -0.005 0.016
O 0.03311 0.66185 4.42134 -0.165 -0.039 -0.241
C 0.55263 3.18491 4.88340 0.031 0.028 -0.002
F 0.88051 3.15600 3.59287 -0.027 0.024 0.065
F -0.15705 4.28889 5.12290 0.039 -0.042 -0.021
F 1.67742 3.24407 5.59570 -0.009 -0.017 -0.016
Cl 0.33805 -0.18753 -1.69638 0.007 0.049 -0.005
C 0.95121 1.32546 -2.27840 -0.002 -0.059 0.027
C 0.55703 1.77026 -3.52878 0.003 -0.002 -0.024
C 1.05304 2.97100 -4.01089 0.016 -0.004 0.010
C 1.94624 3.70378 -3.24430 -0.002 -0.014 -0.009
C 2.32564 3.24661 -1.98991 0.018 -0.018 -0.013
C 1.82736 2.05296 -1.46991 0.031 -0.012 -0.014
P 2.12738 1.47837 0.25836 -0.041 0.050 -0.055
C 3.35061 0.14306 0.03630 0.018 -0.003 0.013
C 3.97690 -0.14490 -1.17071 0.006 0.002 0.002
C 4.90986 -1.17195 -1.24937 -0.017 -0.007 0.007
C 5.22875 -1.90895 -0.11874 0.003 0.002 -0.002
C 4.60550 -1.62664 1.09116 0.002 0.000 0.000
C 3.66352 -0.61356 1.16543 -0.008 -0.018 -0.025
C 3.18613 2.85535 0.85155 0.018 -0.001 0.002
C 2.53301 4.01485 1.27036 0.004 0.000 -0.001
C 3.24835 5.11446 1.71629 -0.002 -0.002 -0.014
C 4.63529 5.06273 1.76722 -0.003 0.008 0.011
C 5.29511 3.91022 1.36811 -0.002 -0.007 -0.004
C 4.57624 2.81345 0.90890 0.002 0.018 0.021
H -0.13925 1.17665 -4.10613 0.000 0.000 0.000
H 0.73963 3.32915 -4.98322 0.001 0.003 0.001
H 2.34755 4.63771 -3.61687 -0.001 0.002 -0.005
H 3.01362 3.83863 -1.40094 0.003 -0.010 0.010
H 3.73293 0.42769 -2.05780 0.007 0.000 0.006
H 5.38447 -1.39633 -2.19657 0.000 0.004 -0.001
H 5.95362 -2.71119 -0.18119 0.001 -0.001 0.002
H 4.83128 -2.21254 1.97292 -0.001 -0.002 0.000
H 3.14398 -0.43129 2.09823 -0.010 0.003 0.005
H 1.44920 4.05341 1.25345 -0.012 -0.004 0.004
H 2.72300 6.00459 2.03881 -0.001 0.000 0.000
H 5.19793 5.91512 2.12654 0.000 -0.001 0.001
H 6.37593 3.86071 1.41293 0.000 0.001 0.000
H 5.10283 1.92069 0.59706 -0.006 -0.013 -0.010
C -4.13047 -3.74757 1.26346 0.007 -0.016 0.026
C -5.11218 -3.20526 0.44222 -0.036 -0.010 -0.020
C -4.93496 -1.93337 -0.07109 0.044 0.019 0.003
C -3.77613 -1.19704 0.23013 -0.043 -0.074 0.026
C -2.77940 -1.69386 1.09713 -0.016 0.117 0.018
C -3.01012 -2.99362 1.58217 0.050 0.019 0.009
C -3.57408 0.12617 -0.42963 -0.026 -0.048 -0.039
C -4.40703 0.51650 -1.52694 -0.027 -0.019 -0.036
C -4.16747 1.66100 -2.20843 -0.029 -0.028 -0.037
C -3.08191 2.48463 -1.83456 0.049 0.058 0.060
C -2.73840 3.66677 -2.52597 -0.001 -0.017 -0.006
C -1.66178 4.41081 -2.13465 0.006 0.027 0.005
C -0.89330 3.99641 -1.02937 -0.055 0.021 0.056
C -1.21378 2.85949 -0.34139 -0.115 0.065 -0.011
C -2.31992 2.06428 -0.72527 0.049 -0.038 -0.042
N -2.57967 0.90436 -0.04468 0.140 0.074 0.001
H -4.25071 -4.74951 1.66247 -0.003 -0.008 -0.002
H -6.00779 -3.76677 0.20509 -0.006 -0.001 0.002
H -5.72406 -1.52888 -0.69258 -0.013 -0.011 0.005
H -2.27343 -3.44746 2.24272 0.009 0.007 0.005
H -5.21097 -0.12753 -1.84365 0.000 -0.002 0.003
H -4.78278 1.94239 -3.05613 -0.010 0.005 0.006
H -3.34002 3.96446 -3.37747 -0.005 0.003 0.000
H -1.39079 5.31123 -2.67101 -0.001 -0.001 -0.003
H -0.03342 4.58185 -0.72747 -0.008 -0.005 -0.007
H -0.61385 2.55910 0.50513 -0.002 -0.010 0.046
C -2.39692 -1.91758 -3.34587 -0.002 0.044 -0.007
C -1.63941 -3.13332 -2.89536 0.012 -0.043 0.019
C -0.49008 -3.55430 -3.56228 -0.065 0.070 0.002
C 0.22680 -4.65381 -3.12305 0.068 -0.055 0.002
C -0.21542 -5.34936 -2.00742 -0.016 -0.025 0.030
C -1.36712 -4.95785 -1.33905 -0.015 -0.005 0.036
C -2.07069 -3.84919 -1.78062 0.034 -0.017 -0.027
S 0.77538 -6.65304 -1.33914 0.065 0.053 0.058
O 1.54732 -7.23077 -2.40594 0.002 0.020 -0.007
O -0.08303 -7.46163 -0.52406 -0.008 0.019 -0.007
N 1.86533 -5.93273 -0.35041 -0.041 0.035 -0.106
C 1.39675 -5.01965 0.70853 -0.043 -0.027 0.042
C 1.42478 -3.55862 0.29506 0.101 0.014 0.024
C 1.02710 -2.60873 1.42405 -0.058 0.015 0.130
O 0.97018 -3.02789 2.58550 -0.046 0.012 -0.053
O 0.79360 -1.41414 1.04829 -0.241 0.270 0.188
H -2.09159 -1.60517 -4.34553 -0.008 -0.014 -0.006
H -2.21319 -1.08485 -2.66509 -0.016 0.016 0.018
H -3.47200 -2.10328 -3.34845 -0.004 -0.004 0.001
H -0.15054 -3.00422 -4.43248 0.007 -0.007 -0.003
H 1.12269 -4.98006 -3.63551 -0.004 0.005 -0.007
H -1.70039 -5.51387 -0.47295 -0.011 0.014 0.005
H -2.95603 -3.52955 -1.24424 -0.008 0.006 0.005
H 2.63925 -5.57157 -0.89469 -0.004 -0.024 -0.015
H 2.01922 -5.15830 1.59071 0.000 -0.041 -0.010
H 0.39332 -5.33493 0.99493 -0.001 0.033 0.014
H 0.77901 -3.35292 -0.55888 -0.017 -0.037 -0.026
H 2.44297 -3.28162 -0.00791 -0.022 0.027 -0.017
```
Positions in Å, forces in eV/Å.

ΔE to the lowest compared entry with this formula, charge and spin ... 0.0 kcal per mole
HOMO ... -5.1941 eV
Total charge ... -1
HOMO-LUMO gap ... 7.21 eV

Löwdin population analysis, charges in e, atoms 1 to 99: 1.392 0.151 -0.681 0.146 0.148 0.563 -0.361 -0.314 -0.284 0.605 -0.254 -0.368 -0.660 0.119 0.136 0.140 0.804 -0.649 -0.101 -0.088 -0.086 -0.085 -0.394 1.105 -0.395 -0.086 -0.087 -0.098 -0.079 -0.105 -0.376 -0.128 -0.081 -0.093 -0.084 -0.074 0.106 0.103 0.101 0.101 0.102 0.098 0.098 0.109 0.115 0.092 0.104 0.098 0.100 0.101 -0.119 -0.119 -0.077 -0.239 -0.167 -0.156 -0.221 -0.014 -0.011 -0.162 -0.041 -0.086 -0.076 -0.045 -0.213 0.091 0.095 0.092 0.085 0.084 0.093 0.115 0.109 0.102 0.100 0.057 -0.051 -0.261 -0.044 -0.062 -0.298 -0.045 -0.007 0.616 -0.313 -0.292 -0.135 -0.207 -0.094 -0.697 0.003 -0.304 0.075 0.042 0.083 0.109 0.111 0.115 0.093